<w>
A single C2H3NS2 molecule, computed with ωB97M-V with the def2-TZVPD basis set.

Last column: Mulliken charge in e.
Geometry (Å):
N (0.56597, -0.28829, -0.04129)  -0.322
H (-1.47027, -1.09586, 0.42146)  0.353
S (-0.53539, 1.00478, 0.03704)  0.065
H (2.57928, -0.80116, -0.20799)  0.221
C (-1.80345, -0.08605, 0.17888)  -0.114
S (-3.36065, 0.17772, -0.10718)  -0.235
H (2.19853, 1.04630, -0.19707)  0.235
C (1.82598, 0.04256, -0.08384)  -0.202

Computed properties:
HOMO energy: -8.70 eV
gap between HOMO and LUMO: 8.575 eV
charge: 0

=====

<x>
A single C2H3NS2 molecule, computed with ωB97M-V with the def2-TZVPD basis set.

Last column: Mulliken charge in e.
Geometry (Å):
C (0.78806, -0.82909, -0.33347)  -0.369
H (-1.17351, 1.73070, 0.41641)  0.232
H (0.48576, 1.50521, 0.07725)  0.160
S (-2.10089, -1.07991, 0.14106)  -0.269
N (-0.40033, 1.10766, 0.27705)  -0.335
S (2.29511, -0.47206, 0.13094)  -0.196
H (0.66237, -1.76860, -0.79644)  0.339
C (-0.55656, -0.19392, 0.08721)  0.438

Computed properties:
HOMO energy: -8.77 eV
gap between HOMO and LUMO: 7.127 eV
charge: 0

=====

Each structure's energy above the most stable one, in hartree: <w> 0.0277; <x> 0.0000.